The following is a quantum chemistry calculation of a structure of composition C38H56BiN6O2PSe2, from the Open Molecules 2025 dataset.

The geometry in XYZ format:
```
106
C38H56BiN6O2PSe2, DFT ωB97M-V with the def2-TZVPD basis set
Bi 0.239 1.281 -1.406
Se -0.556 2.624 1.257
Se 0.836 4.492 1.098
C 2.420 3.530 0.550
C 3.633 4.037 0.987
C 4.796 3.390 0.608
C 4.714 2.247 -0.171
C 3.463 1.814 -0.557
N 2.329 2.444 -0.216
C -1.982 3.108 0.054
C -3.005 3.970 0.401
C -3.996 4.216 -0.540
C -3.926 3.606 -1.782
C -2.865 2.763 -2.052
N -1.919 2.505 -1.142
H 3.662 4.915 1.619
H 5.757 3.766 0.935
H 5.601 1.708 -0.474
H 3.346 0.930 -1.176
H -3.022 4.432 1.378
H -4.812 4.889 -0.306
H -4.679 3.787 -2.538
H -2.730 2.303 -3.024
N -1.591 -2.167 -3.823
C -2.842 -1.695 -3.497
C -2.629 -0.593 -2.737
N -1.271 -0.382 -2.600
C -0.674 -1.354 -3.262
C 0.774 -1.541 -3.292
N 1.620 -0.742 -2.676
C 2.867 -1.299 -2.862
C 2.762 -2.434 -3.602
N 1.423 -2.578 -3.864
H -1.417 -2.975 -4.397
H -3.747 -2.174 -3.830
H -3.359 0.039 -2.260
H 3.768 -0.850 -2.479
H 3.501 -3.132 -3.956
H 1.025 -3.328 -4.405
O -0.002 -0.473 0.631
P 0.042 -1.512 1.739
C 0.537 -3.152 1.088
C 0.030 -3.422 -0.335
C 0.781 -4.621 -0.923
C 0.821 -5.827 0.046
C -0.109 -5.623 1.240
C 0.276 -4.368 2.028
C 1.403 -1.116 2.905
C 1.307 -1.763 4.304
C 0.525 -0.919 5.313
C 1.074 0.504 5.393
C 1.008 1.174 4.023
C 1.792 0.371 2.987
C -1.576 -1.661 2.563
C -2.592 -2.462 1.724
C -3.032 -1.726 0.453
C -3.380 -0.244 0.730
C -3.488 0.034 2.227
C -2.154 -0.257 2.920
H 1.621 -3.028 0.987
H 0.185 -2.532 -0.946
H -1.040 -3.627 -0.337
H 1.801 -4.310 -1.164
H 0.308 -4.913 -1.865
H 1.838 -5.972 0.419
H 0.554 -6.744 -0.479
H -0.062 -6.488 1.902
H -1.147 -5.556 0.898
H 1.186 -4.581 2.592
H -0.499 -4.155 2.765
H 2.222 -1.605 2.366
H 2.328 -1.880 4.680
H 0.890 -2.769 4.245
H 0.576 -1.401 6.291
H -0.534 -0.876 5.041
H 2.116 0.470 5.730
H 0.520 1.086 6.130
H 1.404 2.191 4.070
H -0.040 1.257 3.724
H 2.851 0.405 3.267
H 1.722 0.819 1.992
H -1.373 -2.217 3.481
H -3.463 -2.637 2.359
H -2.208 -3.451 1.479
H -3.891 -2.249 0.028
H -2.233 -1.770 -0.290
H -4.308 0.036 0.226
H -2.585 0.390 0.318
H -4.287 -0.571 2.660
H -3.760 1.076 2.408
H -2.263 -0.161 4.000
H -1.457 0.520 2.605
C -0.123 4.808 -3.028
C 0.764 3.711 -3.594
C 2.221 3.969 -3.229
C 0.606 3.628 -5.107
O 0.345 2.433 -3.088
H 0.184 5.777 -3.424
H -0.045 4.852 -1.936
H -1.166 4.645 -3.307
H 2.613 4.804 -3.812
H 2.828 3.087 -3.448
H 2.326 4.224 -2.170
H 0.881 4.574 -5.575
H -0.429 3.399 -5.368
H 1.247 2.841 -5.510
```

Calculated values
**Energy**: -199162.87646 eV
**Kohn-Sham gap**: 8.157 eV
**Spin multiplicity**: 1
**E_HOMO**: -13.55 eV
**Charge**: +2
**E_LUMO**: -5.4 eV

Results of the Mulliken charge analysis, in e, for atoms 1 through 2: atom 1 (Bi): 4.2207, atom 2 (Se): 0.2191

The following is a quantum chemistry calculation of a structure of composition C44H50BKN13O7S at a distorted geometry, from the Open Molecules 2025 dataset.

The geometry in XYZ format:
```
117
C44H50BKN13O7S, DFT ωB97M-V with the def2-TZVPD basis set
K 0.462 -0.078 -0.093
C -4.830 -3.485 -1.418
C -4.002 -2.903 -0.322
C -4.172 -3.022 1.038
C -3.093 -2.301 1.588
N -2.356 -1.754 0.636
N -2.903 -2.138 -0.534
B -2.340 -1.694 -1.897
N -0.843 -2.090 -2.036
N -0.090 -2.537 -1.008
C 1.062 -2.932 -1.528
C 1.066 -2.757 -2.923
C -0.160 -2.205 -3.202
C -0.727 -1.757 -4.505
C 2.119 -3.459 -0.649
C 3.394 -3.718 -1.140
C 4.407 -4.144 -0.291
C 4.158 -4.316 1.062
C 2.884 -4.065 1.558
C 1.874 -3.648 0.712
N -2.569 -0.166 -2.103
N -2.054 0.719 -1.228
C -2.516 1.913 -1.575
C -3.347 1.809 -2.705
C -3.361 0.463 -3.003
C -4.095 -0.230 -4.103
C -2.169 3.114 -0.793
C -1.544 2.994 0.448
C -1.162 4.120 1.156
C -1.414 5.390 0.648
C -2.049 5.519 -0.579
C -2.421 4.389 -1.293
C -2.711 -2.183 3.004
C -1.384 -1.962 3.371
C -1.016 -1.952 4.706
C -1.965 -2.130 5.705
C -3.291 -2.331 5.350
C -3.656 -2.367 4.013
H -5.627 -4.087 -0.981
H -4.239 -4.120 -2.078
H -5.288 -2.710 -2.033
H -4.930 -3.594 1.543
H -2.958 -2.257 -2.763
H 1.861 -2.940 -3.624
H -0.020 -1.976 -5.304
H -0.918 -0.683 -4.503
H -1.671 -2.260 -4.724
H 3.607 -3.550 -2.188
H 5.398 -4.325 -0.689
H 4.952 -4.630 1.728
H 2.684 -4.175 2.616
H 0.883 -3.439 1.093
H -3.884 2.587 -3.220
H -4.838 0.449 -4.520
H -4.602 -1.126 -3.751
H -3.423 -0.532 -4.909
H -1.302 2.015 0.835
H -0.636 3.996 2.095
H -1.110 6.272 1.199
H -2.230 6.501 -0.998
H -2.880 4.501 -2.267
H -0.638 -1.843 2.596
H 0.029 -1.833 4.960
H -1.672 -2.127 6.748
H -4.044 -2.473 6.116
H -4.691 -2.533 3.744
C 7.419 5.813 -2.086
C 6.167 6.571 -1.669
S 5.094 5.491 -0.745
O 5.737 5.193 0.514
O 4.687 4.418 -1.614
C 3.699 6.533 -0.405
C 2.625 5.851 0.427
N 2.009 4.709 -0.215
C 2.162 3.408 0.155
N 1.477 2.591 -0.621
C 0.894 3.362 -1.565
C 1.197 4.674 -1.336
N 0.736 5.806 -2.038
O 0.994 6.921 -1.581
O 0.066 5.623 -3.035
C 3.002 2.973 1.300
H 8.058 6.461 -2.684
H 7.156 4.939 -2.679
H 7.978 5.483 -1.212
H 5.595 6.916 -2.529
H 6.398 7.416 -1.020
H 3.295 6.886 -1.352
H 4.099 7.374 0.164
H 1.853 6.594 0.629
H 3.040 5.510 1.373
H 0.264 2.962 -2.339
H 4.048 3.239 1.140
H 2.908 1.892 1.383
H 2.660 3.421 2.234
C 6.371 -1.230 1.484
N 5.267 -0.864 0.623
C 5.481 -0.690 -0.714
C 4.484 -0.395 -1.556
C 3.128 -0.308 -1.018
O 2.160 -0.124 -1.766
N 2.958 -0.441 0.333
C 3.979 -0.686 1.155
O 3.852 -0.756 2.392
H 7.225 -0.575 1.301
H 6.671 -2.268 1.311
H 6.042 -1.123 2.513
H 6.510 -0.806 -1.037
H 4.648 -0.247 -2.611
N -0.114 1.592 4.421
C 0.735 1.123 3.422
N 1.708 0.279 3.824
O 0.607 1.501 2.267
H -0.323 0.929 5.152
H -0.955 1.983 4.018
H 1.892 0.177 4.806
H 2.437 -0.037 3.169
```

Calculated values
**Energy**: -107987.15007 eV
**Kohn-Sham gap**: 6.883 eV
**Spin multiplicity**: 1
**E_HOMO**: -5.12 eV
**Charge**: -1
**Relative energy (zero: lowest compared OMol25 entry of this formula, charge and spin)**: 0.484 eV
**E_LUMO**: 1.8 eV

Results of the Mulliken charge analysis, in e, for atoms 1 through 2: atom 1 (K): 1.0341, atom 2 (C): -1.3204

The following is a quantum chemistry calculation of a cluster of 2 separate species, C3H12NS in total, from the Open Molecules 2025 dataset.

The geometry in XYZ format:
```
17
C3H12NS, DFT ωB97M-V with the def2-TZVPD basis set
C 1.697 -2.998 1.370
N 0.808 -1.797 1.110
H 2.470 -2.984 0.611
H 2.111 -2.912 2.372
H 1.115 -3.900 1.191
H -0.167 -1.909 1.402
H 0.845 -1.453 0.143
H 1.170 -1.012 1.659
C -0.850 3.065 -0.791
C -1.620 1.857 -1.247
S -0.818 0.281 -0.739
H -0.692 3.076 0.289
H -1.403 3.975 -1.016
H 0.136 3.175 -1.227
H -2.625 1.832 -0.845
H -1.751 1.822 -2.327
H -0.428 -0.118 -1.956
```

Calculated values
**Energy**: -15624.19043 eV
**Kohn-Sham gap**: 9.215 eV
**Spin multiplicity**: 1
**E_HOMO**: -12.88 eV
**Charge**: +1
**Relative energy (zero: lowest compared OMol25 entry of this formula, charge and spin)**: 0.395 eV
**E_LUMO**: -3.7 eV

Results of the natural (NBO) charge analysis, in e, for atoms 1 through 2: atom 1 (C): -0.4185, atom 2 (N): -0.6754

The following is a quantum chemistry calculation of a cluster of 6 separate species, C6H10Cl14 in total at a distorted geometry, from the Open Molecules 2025 dataset.

The geometry in XYZ format:
```
30
C6H10Cl14, DFT ωB97M-V with the def2-TZVPD basis set
Cl 6.120 27.546 -2.721
C 5.769 27.547 -0.987
Cl 5.133 29.118 -0.471
Cl 7.245 27.117 -0.093
H 5.024 26.787 -0.794
Cl 2.660 17.162 0.248
C 2.561 18.816 0.856
Cl 1.326 18.914 2.118
Cl 2.048 19.920 -0.476
H 3.505 19.178 1.240
Cl 7.578 23.252 3.320
C 7.251 24.846 2.559
Cl 6.160 25.800 3.575
H 8.187 25.386 2.516
H 6.767 24.645 1.613
Cl 3.815 20.632 6.514
C 2.772 20.352 5.108
Cl 3.465 20.980 3.617
H 2.533 19.304 4.940
H 1.808 20.806 5.326
Cl 2.430 23.861 -2.441
C 2.074 25.320 -3.392
Cl 1.594 24.953 -5.042
H 1.227 25.809 -2.925
H 2.948 25.960 -3.404
Cl 5.331 21.219 0.564
C 4.282 22.656 0.488
Cl 5.205 23.995 -0.208
H 3.445 22.385 -0.148
H 3.863 22.902 1.459
```

Calculated values
**Energy**: -181697.94144 eV
**Kohn-Sham gap**: 11.258 eV
**Spin multiplicity**: 1
**E_HOMO**: -10.88 eV
**Structure (SMILES)**: ClC(Cl)Cl.ClC(Cl)Cl.ClCCl.ClCCl.ClCCl.ClCCl
**Relative energy (zero: lowest compared OMol25 entry of this formula, charge and spin)**: 0.228 eV
**E_LUMO**: 0.4 eV

Results of the natural (NBO) charge analysis, in e, for atoms 1 through 2: atom 1 (Cl): 0.0164, atom 2 (C): -0.2775

- Which formula does entry 4 have?
  C6H10Cl14